The following is a DFT calculation (the ωB97M-V functional and the def2-TZVPD basis) of an isolated ion of composition C9H13O4P and charge -2 at a distorted geometry.

Element x y z (Å)
C  0.97767  0.05158  -3.54272
C  0.94899  0.02481  -2.34092
C  0.98158  0.10262  -0.91894
C  2.27970  -0.40790  -0.32402
C  0.24269  1.24983  -0.28804
C  -0.32490  -0.17963  -0.18118
C  -1.62966  -0.36162  -0.92785
C  -0.38257  -0.69229  1.26831
C  -1.21905  0.29295  2.11950
O  -0.94790  -1.92532  1.39373
P  0.03980  -3.05096  0.37134
O  -0.80460  -4.30287  0.36106
O  1.36724  -3.11542  1.11844
O  0.09299  -2.21451  -0.89825
H  0.92547  -0.04565  -4.58662
H  3.06742  -0.42295  -1.08085
H  2.10483  -1.42926  0.03020
H  2.60830  0.21385  0.51177
H  -0.24784  1.95982  -0.94873
H  0.71865  1.71994  0.56671
H  -2.30802  0.48463  -0.74219
H  -1.45463  -0.45011  -1.99574
H  -2.07894  -1.28391  -0.57467
H  0.65103  -0.69581  1.66754
H  -2.25226  0.27273  1.77804
H  -0.84744  1.31658  2.05789
H  -1.19433  -0.03255  3.15810

Values from the calculation:
Structure (SMILES): C#C[C@@]1(C)C[C@]1(C)[C@@H](C)OP(=O)([O-])[O-]
Total charge: -2
Orbital gap (eV): 5.7
LUMO level (eV): 5.8
Calculated total energy (eV): -27021.866

Atom-resolved charges from Mulliken, all expressed in e:
1 C 0.154
2 C -1.787
3 C 2.059
4 C -1.783
5 C -1.329
6 C 0.893
7 C -1.906
8 C 0.560
9 C -1.766
10 O -0.614
11 P 0.610
12 O -0.908
13 O -0.827
14 O -0.575
15 H 0.591
16 H 0.515
17 H 0.391
18 H 0.260
19 H 0.248
20 H 0.422
21 H 0.377
22 H 0.395
23 H 0.396
24 H 0.443
25 H 0.350
26 H 0.388
27 H 0.444